# C64H89FN17O7PS

A structure of composition C64H89FN17O7PS in a non-equilibrium geometry (ωB97M-V/def2-TZVPD, the Open Molecules 2025 dataset).

Structure (XYZ):
```
180
Properties=species:S:1:pos:R:3:mulliken_charge:R:1
C 1.104 3.148 1.090 -1.3825
C 1.330 1.653 0.864 0.9632
C 0.932 0.797 1.920 0.8641
F 0.369 1.382 3.025 -0.3880
C 1.082 -0.581 1.892 -0.7096
C 1.655 -1.194 0.719 0.0166
C 1.829 -2.721 0.656 -0.7089
O 0.542 -3.356 0.745 -0.3844
O -0.394 -2.615 0.010 -0.1411
C 2.033 -0.359 -0.342 0.6394
C 1.877 1.064 -0.287 -0.5515
N 2.277 1.907 -1.358 0.0974
C 1.842 1.466 -2.635 -0.8881
C 1.263 2.381 -3.552 1.0494
C 1.070 3.882 -3.234 -1.8280
C -0.430 4.134 -2.883 -0.2338
O -0.620 4.470 -1.513 -0.2649
C -2.013 4.646 -1.254 -0.6221
C -2.507 3.362 -0.552 0.6454
O -3.917 3.405 -0.231 -0.2547
C -4.447 2.277 -0.897 0.1757
C -5.125 2.488 -2.096 -0.6928
C -5.610 1.332 -2.782 -0.1590
C -5.382 0.062 -2.219 0.8334
C -5.847 -1.239 -2.950 2.4520
C -6.844 -1.931 -1.937 -1.5099
C -6.693 -0.909 -4.204 -2.1503
C -4.688 -2.258 -3.180 -1.9043
C -3.779 -2.015 -4.421 2.3150
C -3.308 -0.546 -4.621 -0.8939
C -2.468 -2.854 -4.160 -1.6439
C -4.355 -2.544 -5.763 -1.9180
C -4.723 -0.111 -0.971 -0.9950
C -4.244 1.023 -0.298 -1.0652
C 0.838 1.967 -4.838 -0.4791
C 0.961 0.612 -5.198 0.3837
P 0.399 -0.039 -6.787 0.9664
O -0.342 -1.296 -6.536 -0.6627
O 1.637 -0.409 -7.774 -0.4264
O -0.534 1.013 -7.599 -0.5663
C 1.541 -0.311 -4.303 -1.3481
C 1.984 0.109 -3.047 0.5323
S 2.723 -0.994 -1.862 -0.7791
H 0.040 3.369 0.913 -0.3461
H 1.324 3.400 2.138 0.1750
H 1.678 3.803 0.420 0.5403
H 0.733 -1.139 2.765 0.7841
H 2.426 -3.112 1.500 0.2876
H 2.350 -3.060 -0.259 0.3940
H -0.936 -2.101 0.629 0.2992
H 2.015 2.869 -1.203 0.2361
H 1.768 4.243 -2.461 0.6022
H 1.285 4.433 -4.167 0.5018
H -0.976 3.213 -3.170 0.4067
H -0.772 4.987 -3.501 0.3482
H -2.537 4.704 -2.228 0.3465
H -2.228 5.531 -0.634 0.1965
H -2.333 2.536 -1.268 0.1259
H -1.910 3.109 0.343 -0.7631
H -5.291 3.483 -2.520 0.6177
H -6.140 1.512 -3.722 0.3401
H -7.556 -1.182 -1.550 0.1773
H -6.250 -2.280 -1.070 0.3176
H -7.332 -2.788 -2.423 0.5253
H -7.667 -0.520 -3.849 0.4262
H -6.936 -1.831 -4.762 0.3714
H -6.251 -0.147 -4.858 0.3806
H -5.172 -3.246 -3.326 0.4965
H -4.074 -2.318 -2.264 0.2220
H -4.009 0.066 -5.209 0.1745
H -3.083 -0.101 -3.633 0.0789
H -2.351 -0.583 -5.173 0.0099
H -1.858 -2.297 -3.424 0.3652
H -1.909 -3.006 -5.093 0.3644
H -2.758 -3.829 -3.722 0.3930
H -3.509 -2.553 -6.480 0.4480
H -5.095 -1.859 -6.215 0.3585
H -4.726 -3.582 -5.712 0.3417
H -4.585 -1.121 -0.578 0.4277
H -3.726 0.946 0.663 0.4609
H 0.387 2.710 -5.505 0.4702
H 1.556 -1.329 -8.073 0.2754
H -0.401 0.801 -8.538 0.3326
H 1.631 -1.353 -4.609 0.7804
C 2.414 -1.205 6.085 0.0912
C 2.932 -2.004 4.969 0.4682
N 3.330 -2.615 4.082 -0.5113
H 3.230 -0.703 6.601 -0.1214
H 1.715 -0.457 5.712 0.1023
H 1.903 -1.849 6.799 -0.0754
C -6.260 5.515 0.599 -0.1959
C -7.381 6.371 1.011 0.1014
N -8.257 7.038 1.332 -0.3928
H -6.500 4.470 0.788 -0.0710
H -6.064 5.647 -0.464 0.2112
H -5.366 5.778 1.160 0.3305
C -9.393 3.357 -2.678 -0.7990
C -8.588 2.701 -3.713 0.6221
N -7.961 2.182 -4.522 -0.4778
H -8.742 3.888 -1.984 0.1538
H -10.079 4.069 -3.133 0.3537
H -9.961 2.611 -2.124 0.1662
C -7.777 1.241 0.400 0.0162
C -9.136 1.052 -0.124 0.2268
N -10.202 0.890 -0.523 -0.5520
H -7.514 0.410 1.052 0.3843
H -7.065 1.286 -0.424 -0.3222
H -7.726 2.169 0.968 0.3560
C 6.169 -1.846 -4.046 -0.7250
C 4.807 -2.043 -4.552 0.4516
N 3.742 -2.198 -4.948 -0.3622
H 6.425 -2.646 -3.353 0.2738
H 6.875 -1.851 -4.875 0.3712
H 6.232 -0.890 -3.529 0.0219
C 3.645 -0.946 -11.053 -0.7433
C 2.361 -1.623 -10.824 0.3364
N 1.358 -2.150 -10.639 -0.4368
H 3.712 -0.623 -12.091 0.3413
H 3.726 -0.077 -10.404 0.3234
H 4.464 -1.626 -10.838 0.1900
C 6.218 -1.417 8.216 -0.7216
C 5.136 -0.517 8.625 0.3927
N 4.275 0.189 8.940 -0.5369
H 5.934 -2.444 8.444 0.3306
H 6.398 -1.324 7.147 0.1204
H 7.135 -1.174 8.750 0.4225
C 6.998 0.323 -0.630 -1.1474
C 5.641 0.254 -1.189 0.4849
N 4.576 0.177 -1.637 -0.2709
H 7.172 -0.515 0.046 0.2903
H 7.729 0.286 -1.437 0.3308
H 7.122 1.254 -0.081 0.3139
C 8.290 -3.260 5.188 -0.8055
C 8.804 -2.438 6.291 0.4197
N 9.216 -1.796 7.151 -0.4238
H 7.893 -4.196 5.578 0.2692
H 7.496 -2.726 4.667 0.2660
H 9.093 -3.478 4.486 0.3234
C 0.042 -4.336 8.108 -0.7625
C 1.492 -4.229 8.314 0.3099
N 2.628 -4.155 8.483 -0.4373
H -0.459 -3.474 8.541 0.1631
H -0.180 -4.378 7.044 0.2931
H -0.330 -5.241 8.584 0.4341
C -3.770 -1.902 9.366 -0.7910
C -3.239 -2.697 8.252 0.3885
N -2.825 -3.320 7.381 -0.3800
H -2.956 -1.385 9.872 0.2735
H -4.480 -1.167 8.990 0.2807
H -4.274 -2.554 10.077 0.2688
C -1.857 3.393 3.948 -0.4288
C -3.202 3.169 3.404 0.3730
N -4.254 2.997 2.980 -0.4128
H -1.593 2.583 4.625 0.2876
H -1.132 3.428 3.138 -0.1622
H -1.832 4.336 4.492 0.3872
C 6.664 2.574 10.431 -0.5719
C 7.467 3.801 10.354 0.2513
N 8.095 4.759 10.294 -0.3532
H 5.636 2.778 10.135 0.2785
H 7.078 1.811 9.775 0.0988
H 6.671 2.202 11.455 0.2798
C 2.957 -7.817 10.025 -0.8023
C 1.734 -7.642 9.234 0.3757
N 0.781 -7.503 8.612 -0.4128
H 2.819 -7.391 11.017 0.2583
H 3.186 -8.877 10.121 0.3211
H 3.787 -7.314 9.533 0.2642
C 3.657 2.663 3.742 -0.2650
C 4.386 1.755 4.637 0.2378
N 4.952 1.042 5.336 -0.3703
H 3.636 2.248 2.734 0.0015
H 2.635 2.788 4.096 0.0518
H 4.148 3.635 3.717 0.4045
C 7.901 -1.539 -12.508 -0.7778
C 7.157 -0.825 -11.463 0.3713
N 6.576 -0.267 -10.646 -0.3860
H 7.998 -0.907 -13.389 0.2655
H 8.893 -1.798 -12.144 0.2806
H 7.373 -2.451 -12.781 0.2748
```

Computed properties:
Maximum force   5.29 eV/Å
Gap between HOMO and LUMO   0.244 hartree
Total charge   0
LUMO level   -0.0032 Ha